Record 1
A cluster of 12 separate species, C38H58F2O34 in total at a distorted geometry. Source: the Open Molecules 2025 dataset; level of theory: ωB97M-V/def2-TZVPD.

XYZ file:
```
132
C38H58F2O34 (ωB97M-V/def2-TZVPD)
O 0.578 0.123 5.036
C 0.231 -0.670 5.868
O 0.568 -1.865 6.101
C -0.112 -2.446 7.248
C -0.878 -1.189 7.872
F -0.245 -0.881 9.049
O -0.637 -0.231 6.890
H -0.775 -3.188 6.803
H 0.584 -2.922 7.989
H -1.954 -1.358 8.015
O 3.428 1.126 -4.532
C 2.369 1.558 -4.227
O 1.750 1.504 -3.038
C 0.481 2.274 -3.182
C 0.342 2.524 -4.724
F 0.338 3.873 -4.812
O 1.553 1.991 -5.212
H -0.377 1.740 -2.712
H 0.667 3.110 -2.532
H -0.534 2.170 -5.236
O 3.361 -1.339 4.353
C 3.790 -0.288 4.015
O 3.792 0.854 4.756
C 4.307 1.926 3.994
C 4.677 1.350 2.617
O 4.473 -0.097 2.830
H 3.604 2.747 4.080
H 5.222 2.206 4.495
H 5.730 1.473 2.382
H 4.083 1.615 1.771
O -5.803 -0.656 -0.740
C -5.556 0.426 -0.248
O -4.736 0.610 0.776
C -4.749 1.965 1.130
C -5.283 2.649 -0.082
O -6.046 1.559 -0.713
H -5.363 2.131 1.999
H -3.727 2.198 1.293
H -4.477 2.988 -0.786
H -5.918 3.527 0.038
O -4.048 -1.272 5.552
C -3.361 -1.112 4.608
O -3.163 -2.080 3.650
C -2.565 -1.464 2.551
C -2.007 -0.159 3.070
O -2.710 -0.008 4.325
H -1.829 -2.234 2.186
H -3.335 -1.379 1.798
H -2.273 0.656 2.416
H -0.943 -0.116 3.285
O 2.137 3.037 1.633
C 2.631 3.517 0.650
O 3.942 3.850 0.481
C 4.137 4.576 -0.729
C 2.921 4.101 -1.501
O 1.944 3.905 -0.438
H 4.225 5.598 -0.372
H 4.973 4.117 -1.276
H 3.035 3.104 -1.899
H 2.476 4.712 -2.258
O 5.498 1.948 -1.500
C 5.177 0.802 -1.328
O 5.838 -0.314 -1.769
C 4.947 -1.460 -1.703
C 3.927 -1.025 -0.516
O 4.150 0.360 -0.523
H 4.361 -1.495 -2.604
H 5.471 -2.343 -1.453
H 4.072 -1.434 0.494
H 2.921 -1.316 -0.805
O -0.743 -0.056 -4.800
C -1.902 -0.309 -4.828
O -2.838 0.437 -4.146
C -4.169 -0.162 -4.332
C -3.842 -1.419 -5.144
O -2.516 -1.247 -5.610
H -4.506 -0.307 -3.309
H -4.843 0.446 -4.971
H -4.512 -1.690 -5.935
H -3.759 -2.233 -4.403
O -2.488 -3.210 -2.492
C -3.165 -3.590 -1.563
O -2.851 -4.284 -0.519
C -3.986 -4.475 0.300
C -4.899 -3.425 -0.152
O -4.496 -3.162 -1.484
H -4.525 -5.414 0.064
H -3.671 -4.458 1.343
H -4.808 -2.500 0.474
H -5.979 -3.688 -0.112
O -2.046 3.798 -1.600
C -1.717 4.412 -0.621
O -0.972 5.532 -0.631
C -0.703 5.932 0.740
C -0.992 4.663 1.493
O -2.008 4.020 0.630
H 0.371 6.233 0.743
H -1.414 6.703 1.037
H -1.374 4.820 2.497
H -0.133 3.996 1.529
C 2.367 -2.990 -5.185
O 2.286 -2.128 -4.038
C 1.187 -2.371 -3.187
C 1.342 -3.670 -2.460
O 2.509 -3.467 -1.666
C 2.627 -4.531 -0.722
H 3.042 -3.867 -5.059
H 2.768 -2.392 -6.012
H 1.428 -3.435 -5.421
H 0.251 -2.413 -3.732
H 1.159 -1.633 -2.413
H 1.513 -4.415 -3.246
H 0.457 -3.931 -1.871
H 3.152 -5.355 -1.216
H 1.725 -4.915 -0.261
H 3.329 -4.173 0.058
C -1.675 -0.707 -0.879
O -1.221 0.412 -0.167
C 0.204 0.579 -0.333
C 0.940 0.074 0.949
O 0.675 -1.326 0.977
C 1.360 -1.972 2.038
H -1.674 -0.463 -1.955
H -2.703 -0.856 -0.579
H -1.145 -1.632 -0.656
H 0.432 1.633 -0.440
H 0.537 -0.007 -1.183
H 0.595 0.556 1.858
H 2.012 0.294 0.856
H 2.434 -2.064 1.835
H 0.923 -2.933 2.242
H 1.338 -1.422 3.017
```

SMILES string: O=C1OC[C@@H](F)O1.O=C1OC[C@@H](F)O1.O=C1OCCO1.O=C1OCCO1.O=C1OCCO1.O=C1OCCO1.O=C1OCCO1.O=C1OCCO1.O=C1OCCO1.O=C1OCCO1.COCCOC.COCCOC
Charge: 0
Molecular weight: 1096.8 g/mol
E_HOMO: -9.26 eV
E: -115394.15286 eV

=====

Record 2
The ion C8H6N5O6S with charge -1 at a distorted geometry. Source: the Open Molecules 2025 dataset; level of theory: ωB97M-V/def2-TZVPD.

XYZ file:
```
26
C8H6N5O6S (ωB97M-V/def2-TZVPD)
N -1.361 -4.970 1.165
C -1.063 -3.838 1.056
C -0.679 -2.463 0.940
C 0.659 -2.010 0.793
C 0.992 -0.661 0.765
N 2.369 -0.317 0.848
O 3.215 -1.239 0.903
O 2.695 0.905 0.960
C 0.030 0.500 0.534
C -1.399 -0.098 0.971
N -2.292 0.555 1.797
O -2.533 1.667 2.227
O -3.326 -0.509 2.129
N -2.883 -1.761 1.764
C -1.664 -1.480 1.190
H 1.468 -2.740 0.706
H 0.091 1.297 1.296
C 0.590 2.862 -2.732
S 0.396 1.140 -2.301
N 0.572 1.144 -0.610
O -0.945 0.661 -2.535
O 1.537 0.479 -2.894
H 0.676 2.900 -3.822
H -0.267 3.451 -2.393
H 1.530 3.260 -2.325
H 1.594 1.268 -0.432
```

Charge: -1
Molecular weight: 300.2 g/mol
E_HOMO: -4.53 eV
E: -38956.73258 eV

=====

Which of these has the highest molecular weight? C38H58F2O34

=====

E of number 1 (C38H58F2O34)? -115394.15286 eV

=====

Which of these has the highest E? C8H6N5O6S

=====

Among the records above, which one has the lowest E? C38H58F2O34